Entry 1:
Formula: C23H36Br4ClF7Mg2N5O11P2
Source: the Open Molecules 2025 dataset
Level of theory: wB97M-V/def2-TZVPD

```
! wB97M-V def2-TZVPD RIJCOSX def2/J DEFGRID3
* xyz 1 1
C -1.9675 0.0881 4.7881
C -2.0861 0.6643 3.5036
C -0.9917 0.6509 2.5625
C -0.2299 1.8008 2.3640
C 0.8329 1.7483 1.4983
C 1.5811 3.0531 1.3441
O 2.5410 3.3610 1.9008
O 0.9401 3.9618 0.4832
P 1.8972 4.5397 -0.7403
N 1.5734 6.0374 -1.1077
C 1.1577 0.5266 0.8170
C 2.3728 0.5306 -0.0741
F 2.6187 -0.5754 -0.7535
F 2.1767 1.5274 -1.0085
C 3.7381 0.9099 0.6772
F 4.2146 2.0451 0.1973
F 4.6414 -0.0123 0.3654
F 3.6219 0.8884 1.9755
C 0.3302 -0.5238 1.0432
P 0.5663 -2.1825 0.1979
O -0.7463 -3.0897 0.6172
Br 0.2267 -1.9175 -2.0390
N -0.6977 -0.4416 1.8856
H -1.4020 0.5877 5.5726
H -2.4736 -0.8600 5.0366
H -3.0453 1.1556 3.2541
H -0.4452 2.7224 2.8943
H 3.2746 4.3916 -0.3512
H 1.5591 3.7778 -1.8952
H 2.4042 6.6081 -0.9947
H -1.5237 -2.5323 0.4122
H -1.2940 -1.2512 2.0650
N 2.6265 -5.5014 -0.8636
O 1.5992 -4.6966 -1.0062
O 2.8702 -5.9618 0.2214
O 3.3015 -5.7616 -1.8622
F 3.1853 5.9895 0.6336
C -2.0361 6.2436 -0.8069
C -1.0177 5.3342 -1.4959
C -1.4697 4.6693 -2.7927
N -2.3982 3.4742 -2.7312
C -3.0299 3.3514 -4.0909
C -1.6676 2.1832 -2.4106
C -1.6485 2.1062 -0.8972
C -2.9217 2.8258 -0.4454
C -3.4860 3.5198 -1.6826
H -2.7284 5.6922 -0.1711
H -1.5246 6.9502 -0.1535
H -2.6179 6.8180 -1.5308
H -0.6007 4.6214 -0.7830
H -0.1805 5.9810 -1.7775
H -0.5957 4.3291 -3.3489
H -1.9635 5.4191 -3.4118
H -2.2364 3.2295 -4.8246
H -3.6016 4.2562 -4.2840
H -3.6869 2.4856 -4.0985
H -2.2518 1.3674 -2.8236
H -0.6827 2.1913 -2.8718
H -0.7603 2.5938 -0.4917
H -1.6152 1.0736 -0.5505
H -2.6998 3.5309 0.3573
H -3.6592 2.1292 -0.0426
H -3.8288 4.5410 -1.5490
H -4.3237 2.9365 -2.0618
Mg 0.3705 -5.4724 -2.5806
C -6.8089 1.0351 2.6427
Br -7.1439 -0.6561 1.7922
Br -4.9469 1.5525 2.4827
Br -7.9859 2.4163 1.9960
H -7.0105 0.9102 3.6980
O -2.9920 -2.6410 -1.2292
Cl -3.4745 -2.9865 -2.5565
O -4.8596 -3.2997 -2.5032
O -2.7328 -4.1320 -3.0594
O -3.2545 -1.8707 -3.4511
F -0.7622 -1.5061 5.6226
O -2.8367 -2.8953 4.8107
H -2.2814 -3.6722 4.9628
C 5.5686 -8.0564 -0.2771
C 5.5399 -8.6816 1.1127
C 6.8151 -9.4595 1.4479
C 6.9856 -10.6378 0.5991
N 7.1208 -11.5607 -0.0680
H 5.6211 -8.8190 -1.0568
H 4.6672 -7.4729 -0.4439
H 6.4272 -7.3906 -0.3893
H 4.6695 -9.3360 1.1960
H 5.4122 -7.8877 1.8513
H 6.7755 -9.7817 2.4902
H 7.6866 -8.8087 1.3537
Mg 3.7142 4.9982 -2.2875
*
```

**Strongest force on any atom**: 3.3 eV Å⁻¹
**Frontier orbital gap**: 0.0486 hartree



Entry 2:
Formula: C23H36N2O7
Source: the Open Molecules 2025 dataset
Level of theory: wB97M-V/def2-TZVPD

```
! wB97M-V def2-TZVPD RIJCOSX def2/J DEFGRID3
* xyz 0 1
C 0.1411 -1.4433 -0.3293
C -0.3790 -1.1561 -1.3728
C -1.2289 -0.5762 -2.4398
O -2.1851 -1.4924 -3.0114
C -3.4456 -1.4468 -2.4413
O -4.3437 -1.0074 -3.1050
N -3.7117 -1.9456 -1.1291
C -2.9819 -3.1868 -0.8225
O -2.9638 -4.0544 -1.9394
C -1.7103 -4.3726 -2.4015
C -1.5998 -4.4360 -3.9204
O -0.7750 -4.6257 -1.6989
C -3.5327 -0.9368 -0.0754
C -4.4847 0.2869 -0.1985
C -5.4589 0.3310 1.0141
O -3.7064 1.4826 -0.2428
C -3.7741 2.1424 -1.5037
C -2.4823 2.9223 -1.7298
C -2.0333 3.0311 -3.0524
C -0.8442 3.6936 -3.3589
C -0.0907 4.2524 -2.3201
C -0.5582 4.1661 -1.0079
C -1.7492 3.5061 -0.6952
H 0.5362 -1.6421 0.6469
H -0.5596 -0.2663 -3.2518
H -1.7569 0.3213 -2.0982
H -3.5581 -3.6880 -0.0289
H -1.9914 -2.9734 -0.4018
H -2.6007 -4.4003 -4.3670
H -1.1270 -5.3763 -4.2201
H -0.9952 -3.5925 -4.2614
H -2.5010 -0.5614 0.0189
H -3.7484 -1.4439 0.8754
H -5.1321 0.2176 -1.0806
H -6.4298 0.7007 0.6527
H -5.1196 1.0281 1.7868
H -5.6468 -0.6674 1.4201
H -4.6698 2.7733 -1.6104
H -3.8038 1.3845 -2.3035
H -2.6193 2.5892 -3.8601
H -0.5131 3.7458 -4.3945
H 0.8500 4.7464 -2.5546
H 0.0512 4.6358 -0.2357
H -2.1079 3.4275 0.3288
C 5.7797 2.7085 2.6305
O 6.2003 1.4050 2.2717
C 6.5436 0.5866 3.3852
C 5.5562 -0.5544 3.5366
N 4.2537 -0.0662 3.9783
C 3.1933 -1.0694 3.9308
C 2.7862 -1.6059 2.5597
O 2.1655 -0.6420 1.7222
C 3.0549 0.1483 0.9497
H 5.6609 3.2822 1.7123
H 4.8174 2.6891 3.1526
H 6.5257 3.2047 3.2578
H 6.6170 1.1696 4.3076
H 7.5318 0.1651 3.1788
H 5.9398 -1.2653 4.2736
H 5.4902 -1.0652 2.5670
H 3.9822 0.7152 3.3960
H 2.3086 -0.6143 4.3839
H 3.4765 -1.9111 4.5704
H 2.0320 -2.3809 2.7296
H 3.6138 -2.0975 2.0366
H 3.9607 -0.3980 0.6780
H 3.3183 1.0683 1.4771
H 2.5337 0.4345 0.0348
*
```

**Strongest force on any atom**: 1.6 eV Å⁻¹
**Frontier orbital gap**: 0.3501 hartree
**SMILES string**: C#CCOC(=O)N(COC(C)=O)C[C@@H](C)OCc1ccccc1.COCCNCCOC



Number 2 is which compound?
C23H36N2O7



Look up the frontier orbital gap of the first one.
0.0486 hartree



Among the records above, which one has the lowest strongest force on any atom?
C23H36N2O7